(1)
Molecular formula: C43H41Br3N8O4
Method: DFT, the ωB97M-V functional and the def2-TZVPD basis

Results
HOMO: -0.3413 hartree
gap between HOMO and LUMO: 8.40 eV
charge: 0
LUMO level: -0.886 eV

CARTESIAN COORDINATES (ANGSTROEM)
C  15.244  -23.927  24.648
Br  16.563  -25.427  24.479
Br  14.149  -23.990  26.286
Br  14.100  -23.621  23.106
H  15.816  -23.005  24.748
C  24.978  -18.503  23.298
C  24.677  -19.784  22.761
C  23.391  -20.127  22.486
C  22.389  -19.167  22.595
C  22.699  -17.819  22.750
C  24.019  -17.489  23.113
N  20.971  -19.552  22.442
O  20.067  -18.654  22.443
O  20.792  -20.786  22.268
H  25.926  -18.357  23.795
H  25.432  -20.556  22.725
H  23.096  -21.155  22.335
H  22.014  -16.985  22.705
H  24.269  -16.468  23.361
C  20.528  -18.587  30.332
C  20.941  -17.250  30.170
C  20.229  -16.365  29.327
C  19.174  -16.924  28.537
C  18.839  -18.264  28.735
C  19.476  -19.086  29.565
N  18.531  -16.095  27.477
O  19.241  -15.388  26.789
O  17.301  -16.241  27.400
H  20.982  -19.216  31.083
H  21.688  -16.839  30.833
H  20.449  -15.308  29.362
H  18.205  -18.809  28.051
H  19.350  -20.153  29.678
N  6.144  -25.508  30.727
C  5.837  -24.247  30.285
C  6.697  -23.435  29.448
C  7.967  -23.921  29.243
C  8.299  -25.250  29.572
C  7.343  -25.976  30.356
H  4.829  -23.885  30.424
H  6.345  -22.493  29.055
H  8.595  -23.375  28.555
H  9.220  -25.727  29.273
H  7.567  -26.849  30.950
N  14.370  -34.241  25.752
C  15.232  -35.243  26.144
C  16.572  -35.013  26.480
C  17.049  -33.668  26.300
C  16.148  -32.647  26.058
C  14.877  -32.944  25.657
H  14.871  -36.245  26.323
H  17.087  -35.920  26.761
H  18.104  -33.444  26.343
H  16.502  -31.639  25.898
H  14.222  -32.278  25.115
N  11.420  -17.825  26.927
C  11.719  -18.086  25.608
C  11.542  -17.297  24.534
C  11.069  -16.026  24.838
C  10.756  -15.627  26.119
C  10.872  -16.592  27.160
H  11.953  -19.103  25.328
H  11.829  -17.693  23.571
H  10.995  -15.379  23.977
H  10.231  -14.706  26.328
H  10.556  -16.522  28.191
N  11.099  -24.858  16.567
C  11.003  -23.553  16.724
C  9.867  -22.758  16.292
C  8.753  -23.529  15.775
C  8.820  -24.915  15.626
C  10.010  -25.554  16.089
H  11.854  -23.097  17.207
H  9.861  -21.678  16.310
H  7.820  -23.011  15.610
H  8.077  -25.592  15.232
H  10.079  -26.630  16.147
N  14.593  -20.322  34.060
C  14.810  -21.176  33.026
C  15.684  -22.253  33.070
C  16.448  -22.376  34.256
C  16.329  -21.487  35.355
C  15.379  -20.467  35.162
H  14.102  -21.021  32.225
H  15.636  -23.001  32.293
H  17.074  -23.192  34.584
H  16.684  -21.850  36.308
H  15.118  -19.860  36.016
N  21.901  -27.706  31.955
C  21.455  -27.364  30.748
C  20.405  -28.062  30.043
C  19.721  -29.031  30.779
C  20.212  -29.399  32.001
C  21.284  -28.704  32.595
H  21.966  -26.522  30.305
H  20.168  -27.671  29.065
H  18.965  -29.619  30.280
H  19.605  -30.139  32.502
H  21.604  -28.943  33.599

Atom charges from the Löwdin analysis, given in e for atoms 1 to 2: atom 1 (C): -1.552, atom 2 (Br): 0.513

=====

(2)
Molecular formula: C16H34F3INO27P2S6
Method: DFT, the ωB97M-V functional and the def2-TZVPD basis

Results
HOMO: -0.4379 hartree
gap between HOMO and LUMO: 6.10 eV
charge: +1
LUMO level: -5.819 eV

CARTESIAN COORDINATES (ANGSTROEM)
C  -4.403  -0.468  0.660
C  -3.569  0.539  1.611
C  -2.523  1.501  0.834
N  -1.075  1.093  0.988
P  -0.176  2.144  2.073
I  1.892  0.919  2.696
C  0.421  3.782  1.284
F  1.542  4.235  2.115
F  -0.586  4.831  1.311
F  0.801  3.607  -0.094
P  -1.201  2.651  3.935
O  -1.883  4.068  3.913
O  0.026  2.675  5.172
O  -2.385  1.517  4.436
H  -3.740  -1.324  0.224
H  -5.290  -0.993  1.203
H  -4.772  0.152  -0.262
H  -2.965  -0.113  2.373
H  -4.261  1.211  2.269
H  -2.632  2.636  1.109
H  -2.772  1.436  -0.308
H  -0.622  1.209  0.042
H  0.011  1.730  5.509
H  -3.248  2.034  4.390
C  -2.212  8.919  1.025
C  -2.729  7.596  1.574
O  -4.071  7.496  1.101
S  -4.176  8.224  -0.350
O  -4.072  7.215  -1.367
O  -5.247  9.176  -0.302
O  -2.764  9.027  -0.287
H  -2.578  9.762  1.619
H  -1.122  8.951  0.984
H  -2.701  7.558  2.664
H  -2.163  6.752  1.167
C  0.498  2.780  -3.771
C  1.365  1.558  -4.046
O  0.830  0.528  -3.215
S  -0.771  0.748  -3.061
O  -1.439  -0.108  -4.008
O  -1.095  0.761  -1.656
O  -0.829  2.276  -3.621
H  0.786  3.265  -2.833
H  0.540  3.508  -4.583
H  2.417  1.734  -3.814
H  1.272  1.234  -5.087
C  -0.493  -4.803  -3.394
C  -0.077  -5.048  -4.838
O  -0.417  -3.848  -5.532
S  -0.254  -2.586  -4.518
O  1.031  -1.985  -4.751
O  -1.478  -1.833  -4.523
O  -0.173  -3.435  -3.134
H  -1.572  -4.931  -3.267
H  0.034  -5.457  -2.697
H  -0.588  -5.906  -5.278
H  1.004  -5.190  -4.918
C  4.980  -6.372  -4.875
C  4.772  -7.788  -5.394
O  3.930  -8.417  -4.428
S  2.937  -7.303  -3.786
O  1.676  -7.377  -4.471
O  3.052  -7.362  -2.356
O  3.725  -5.985  -4.316
H  5.730  -6.350  -4.079
H  5.274  -5.681  -5.668
H  5.710  -8.334  -5.502
H  4.242  -7.784  -6.352
C  2.599  -9.929  0.691
C  3.533  -8.778  0.342
O  4.500  -8.753  1.391
S  4.743  -10.270  1.924
O  5.916  -10.790  1.279
O  4.564  -10.284  3.347
O  3.439  -10.949  1.230
H  1.882  -9.634  1.464
H  2.058  -10.301  -0.181
H  3.011  -7.823  0.276
H  4.059  -8.969  -0.598
C  -1.099  6.588  7.352
C  -0.671  6.336  5.912
O  -1.021  7.526  5.206
S  -0.879  8.798  6.210
O  0.399  9.411  5.981
O  -2.112  9.531  6.188
O  -0.798  7.961  7.602
H  -2.177  6.448  7.473
H  -0.568  5.947  8.058
H  -1.167  5.468  5.473
H  0.413  6.207  5.840

Atom charges from the Löwdin analysis, given in e for atoms 1 to 2: atom 1 (C): -0.119, atom 2 (C): -0.245

=====

(3)
Molecular formula: C6H2F18MgN3O13S6
Method: DFT, the ωB97M-V functional and the def2-TZVPD basis

Results
HOMO (alpha / beta): -0.4124 / -0.4117 hartree
gap between HOMO and LUMO (alpha / beta): 10.08 / 4.07 eV
2S+1: 2
charge: 0
LUMO level (alpha / beta): -1.141 / -7.137 eV

CARTESIAN COORDINATES (ANGSTROEM)
Mg  -0.446  0.125  0.034
C  -0.854  -3.956  -1.223
F  -1.465  -5.147  -1.343
F  0.179  -4.145  -0.424
F  -0.511  -3.564  -2.418
S  -1.961  -2.608  -0.343
O  -2.402  -1.716  -1.431
O  -3.026  -3.400  0.329
N  -0.896  -1.595  0.551
S  -0.702  -2.410  1.928
O  -1.091  -3.868  2.024
O  0.603  -2.129  2.511
C  -2.033  -1.545  3.088
F  -1.686  -1.804  4.393
F  -2.076  -0.219  2.881
F  -3.263  -2.033  2.903
C  0.458  3.645  0.545
F  -0.697  3.483  -0.128
F  1.395  3.371  -0.276
F  0.535  4.931  0.909
S  0.345  2.531  2.135
O  1.304  3.020  3.119
O  -1.074  2.529  2.519
N  0.644  0.932  1.369
S  2.145  0.695  1.715
O  2.647  -0.509  1.060
O  3.032  1.858  1.521
C  2.278  0.260  3.681
F  1.042  0.405  4.153
F  2.602  -1.015  3.709
F  3.115  1.039  4.288
C  -0.626  2.487  -3.896
F  -1.651  3.402  -3.931
F  -0.289  2.269  -5.148
F  0.421  3.008  -3.290
S  -1.003  0.785  -3.085
O  -2.322  0.976  -2.561
O  -0.768  -0.269  -4.080
N  0.132  0.426  -1.686
S  1.585  0.501  -2.329
O  1.739  0.870  -3.765
O  2.529  1.246  -1.456
C  2.199  -1.359  -2.428
F  1.982  -2.019  -1.306
F  1.540  -1.957  -3.383
F  3.464  -1.284  -2.771
O  -2.075  0.993  0.374
H  -2.803  1.237  -0.197
H  -2.196  1.529  1.158

Atom charges from the natural (NBO) analysis, given in e for atoms 1 to 2: atom 1 (Mg): 1.758, atom 2 (C): 0.804

=====

(4)
Molecular formula: C12H26CrNO5P2S
Method: DFT, the ωB97M-V functional and the def2-TZVPD basis

Results
HOMO (alpha / beta): -0.5775 / -0.5916 hartree
gap between HOMO and LUMO (alpha / beta): 6.96 / 9.02 eV
2S+1: 4
charge: +2
LUMO level (alpha / beta): -8.753 / -7.083 eV

CARTESIAN COORDINATES (ANGSTROEM)
Cr  0.536  0.209  0.221
P  -0.824  2.195  -0.433
C  -2.409  1.329  -0.535
C  -2.251  0.006  -1.263
N  -1.094  -0.650  -1.055
C  -0.973  -1.886  -1.562
C  -1.951  -2.447  -2.368
C  -3.138  -1.765  -2.614
C  -3.289  -0.513  -2.024
C  0.268  -2.682  -1.211
P  1.045  -2.094  0.305
H  -4.186  0.089  -2.115
H  -1.724  -3.439  -2.744
H  -3.917  -2.200  -3.238
H  0.053  -3.742  -1.046
H  1.035  -2.597  -1.990
H  -2.703  1.135  0.543
H  -3.132  1.999  -1.053
H  -1.137  -0.657  3.419
O  -1.775  -0.109  2.851
H  -2.583  -0.110  3.403
H  1.006  -0.623  3.756
O  0.310  -1.241  4.041
H  0.620  -1.685  4.872
C  0.248  -2.943  1.653
H  0.432  -4.013  1.527
H  0.645  -2.602  2.617
H  -0.824  -2.719  1.636
C  2.794  -2.445  0.250
H  3.283  -2.005  1.127
H  2.931  -3.531  0.246
H  3.238  -2.002  -0.650
C  -0.473  2.928  -2.045
H  -1.231  3.667  -2.336
H  0.504  3.430  -2.006
H  -0.432  2.145  -2.814
C  -1.023  3.552  0.748
H  -0.014  3.888  1.036
H  -1.582  4.402  0.323
H  -1.545  3.169  1.636
C  3.313  2.957  -0.350
S  3.082  1.232  0.060
O  2.295  0.662  -1.105
O  4.355  0.607  0.312
O  2.123  1.211  1.246
H  4.268  3.245  0.102
H  2.489  3.547  0.069
H  3.339  3.097  -1.443

Atom charges from the natural (NBO) analysis, given in e for atoms 1 to 2: atom 1 (Cr): 1.437, atom 2 (P): 0.884

=====

(5)
Molecular formula: C18H26N2OPt
Method: DFT, the ωB97M-V functional and the def2-TZVPD basis

Results
HOMO: -0.5523 hartree
gap between HOMO and LUMO: 6.66 eV
charge: +2
LUMO level: -8.366 eV

CARTESIAN COORDINATES (ANGSTROEM)
Pt  0.070  -0.133  0.381
C  -0.045  4.208  3.490
C  -0.688  2.824  3.239
C  -1.008  2.135  4.562
C  0.240  2.060  2.349
C  0.246  2.349  0.932
C  1.162  1.778  0.066
C  2.087  0.816  0.556
C  3.176  0.250  -0.316
C  2.042  0.522  1.941
C  1.155  1.150  2.823
H  -0.717  4.810  4.099
H  0.151  4.747  2.562
H  0.897  4.090  4.027
H  -1.617  2.994  2.684
H  -0.154  2.163  5.241
H  -1.309  1.094  4.426
H  -1.825  2.661  5.054
H  -0.461  3.072  0.541
H  1.229  2.115  -0.960
H  4.062  0.884  -0.253
H  2.879  0.213  -1.362
H  3.462  -0.749  0.008
H  2.763  -0.186  2.335
H  1.197  0.920  3.878
N  -1.755  -0.673  -2.175
C  -2.544  -0.418  -1.109
C  -3.947  -0.411  -1.226
C  -4.716  -0.162  -0.125
C  -4.105  0.073  1.117
C  -2.748  0.038  1.181
N  -1.970  -0.199  0.088
H  -2.159  -0.769  -3.091
H  -0.754  -0.596  -2.107
H  -4.389  -0.591  -2.197
H  -5.795  -0.151  -0.211
H  -4.690  0.277  2.002
H  -2.223  0.189  2.115
C  1.079  -4.301  -0.452
C  0.345  -3.108  0.045
C  -0.962  -3.274  0.729
O  0.859  -1.989  -0.147
H  0.491  -5.210  -0.371
H  1.993  -4.415  0.139
H  1.397  -4.139  -1.482
H  -1.026  -4.222  1.261
H  -1.743  -3.278  -0.040
H  -1.148  -2.446  1.412

Atom charges from the natural (NBO) analysis, given in e for atoms 1 to 2: atom 1 (Pt): 0.928, atom 2 (C): -0.588

=====

(6)
Molecular formula: C21H14ClN2O4Tc
Method: DFT, the ωB97M-V functional and the def2-TZVPD basis

Results
HOMO (alpha / beta): -0.4337 / -0.4346 hartree
gap between HOMO and LUMO (alpha / beta): 7.27 / 6.47 eV
2S+1: 2
charge: +1
LUMO level (alpha / beta): -4.529 / -5.361 eV

CARTESIAN COORDINATES (ANGSTROEM)
Tc  1.028  1.155  -0.279
O  2.853  1.127  -0.119
C  3.606  0.057  0.272
C  4.796  0.312  0.937
C  5.590  -0.749  1.325
C  5.218  -2.068  1.049
C  4.048  -2.317  0.374
C  3.205  -1.260  -0.014
C  2.044  -1.538  -0.799
N  1.132  -0.655  -1.046
N  0.201  -0.943  -2.032
C  -0.373  0.146  -2.409
O  -0.011  1.331  -1.860
C  -1.415  0.179  -3.434
C  -1.903  1.400  -3.894
C  -2.890  1.419  -4.866
C  -3.387  0.228  -5.374
C  -2.901  -0.990  -4.913
C  -1.916  -1.020  -3.945
H  5.081  1.337  1.133
H  6.518  -0.551  1.844
H  5.853  -2.886  1.355
H  3.754  -3.331  0.137
H  1.928  -2.500  -1.288
H  -1.510  2.324  -3.496
H  -3.270  2.365  -5.228
H  -4.158  0.247  -6.133
H  -3.293  -1.916  -5.311
H  -1.532  -1.961  -3.576
Cl  -4.043  1.653  6.504
C  -3.070  1.233  5.146
C  -2.969  -0.101  4.768
C  -2.188  -0.433  3.680
C  -1.512  0.563  2.974
C  -1.624  1.897  3.363
C  -2.404  2.235  4.451
C  -0.698  0.142  1.831
O  -0.530  -0.964  1.416
O  -0.056  1.222  1.183
H  -3.499  -0.859  5.326
H  -2.093  -1.463  3.365
H  -1.105  2.671  2.816
H  -2.503  3.264  4.767

Atom charges from the natural (NBO) analysis, given in e for atoms 1 to 2: atom 1 (Tc): 1.647, atom 2 (O): -0.617

=====

(7)
Molecular formula: C2H9N6
Method: DFT, the ωB97M-V functional and the def2-TZVPD basis

Results
HOMO (alpha / beta): -0.4848 / -0.4847 hartree
gap between HOMO and LUMO (alpha / beta): 9.47 / 9.47 eV
charge: +1
LUMO level (alpha / beta): -3.719 / -3.719 eV

CARTESIAN COORDINATES (ANGSTROEM)
C  -0.959  0.737  0.367
C  -0.561  -0.586  0.888
N  -0.391  1.254  -0.656
N  0.706  -0.881  0.250
N  -2.093  1.351  0.790
N  0.848  -2.137  -0.116
N  1.996  0.886  -0.952
N  0.688  0.437  -1.074
H  -0.277  -0.603  1.938
H  -1.427  -1.252  0.723
H  -2.730  0.783  1.306
H  -2.201  2.271  0.358
H  -0.074  -2.744  0.050
H  1.722  -2.525  -0.246
H  2.130  1.305  -0.043
H  2.198  1.575  -1.581
H  0.423  0.127  -2.003

Atom charges from the natural (NBO) analysis, given in e for atoms 1 to 2: atom 1 (C): 0.447, atom 2 (C): -0.357

=====

(8)
Molecular formula: C44H45CaN8O2S
Method: DFT, the ωB97M-V functional and the def2-TZVPD basis

Results
HOMO: -0.3114 hartree
gap between HOMO and LUMO: 4.51 eV
charge: +1
LUMO level: -3.965 eV

CARTESIAN COORDINATES (ANGSTROEM)
Ca  -0.201  1.308  -0.048
C  -3.379  -6.080  -0.159
C  -2.377  -6.288  -1.390
C  -2.989  -5.823  -2.733
C  -1.028  -5.671  -1.199
C  -0.544  -5.442  0.089
C  0.747  -4.888  0.284
C  1.562  -4.499  -0.787
C  2.878  -3.858  -0.451
C  0.986  -4.595  -2.035
C  -0.236  -5.218  -2.269
H  -4.433  -6.115  -0.444
H  -3.169  -5.176  0.451
H  -3.258  -6.883  0.553
H  -2.359  -7.380  -1.497
H  -2.829  -4.741  -3.028
H  -4.063  -6.045  -2.806
H  -2.601  -6.419  -3.608
H  -1.166  -5.674  0.970
H  1.167  -4.843  1.283
H  3.364  -4.442  0.338
H  2.755  -2.834  -0.146
H  3.484  -3.891  -1.346
H  1.563  -4.371  -2.902
H  -0.531  -5.395  -3.300
O  -3.503  -1.009  5.972
N  -4.523  -0.821  5.250
O  -5.647  -0.694  5.747
C  -4.252  -0.497  3.877
C  -5.227  0.192  3.139
C  -4.893  0.821  1.922
C  -5.770  1.632  1.188
C  -5.305  2.399  0.094
C  -3.986  2.193  -0.276
N  -3.104  1.448  0.390
C  -3.508  0.733  1.463
C  -2.573  -0.085  2.085
N  -1.244  0.006  1.793
C  -0.382  -0.834  2.342
C  -0.729  -1.698  3.378
C  -2.025  -1.624  3.932
C  -2.959  -0.807  3.316
H  -6.146  0.400  3.669
H  -6.800  1.566  1.500
H  -5.958  3.008  -0.444
H  -3.663  2.578  -1.257
H  0.587  -0.856  1.849
H  -0.010  -2.462  3.715
H  -2.303  -2.275  4.749
C  -2.161  -1.759  -3.154
C  -1.924  -1.127  -4.370
C  -1.040  -0.085  -4.449
C  -0.383  0.410  -3.290
C  -0.643  -0.253  -2.101
C  -1.455  -1.367  -2.035
C  0.476  1.626  -3.358
C  0.696  2.224  -4.631
C  1.392  3.435  -4.750
C  2.031  3.925  -3.600
C  2.954  5.009  -3.708
C  3.728  5.357  -2.636
C  3.522  4.724  -1.397
C  2.644  3.661  -1.251
C  1.850  3.224  -2.341
N  0.936  2.188  -2.223
H  -2.970  -2.466  -3.052
H  -2.481  -1.433  -5.228
H  -0.830  0.309  -5.433
H  -1.540  -1.973  -1.116
H  0.377  1.709  -5.522
H  1.552  3.891  -5.714
H  3.078  5.556  -4.638
H  4.578  6.059  -2.696
H  4.017  5.119  -0.529
H  2.576  3.077  -0.321
C  6.909  2.462  1.439
C  6.090  1.233  1.479
C  6.591  -0.069  1.592
C  5.691  -1.095  1.646
N  4.387  -0.939  1.493
C  3.945  0.297  1.221
S  2.387  0.386  0.450
N  4.769  1.412  1.319
H  7.665  2.399  0.645
H  7.493  2.624  2.353
H  6.278  3.332  1.244
H  7.655  -0.262  1.778
H  6.023  -2.133  1.821
N  1.079  5.982  3.224
C  0.890  4.541  2.879
C  -0.118  4.413  1.720
N  -0.850  3.189  1.663
H  1.785  6.136  3.956
H  0.173  6.433  3.436
H  1.430  6.511  2.368
H  0.522  4.016  3.765
H  1.896  4.147  2.622
H  0.483  4.496  0.802
H  -0.776  5.328  1.771
H  -1.718  3.304  1.117
H  -1.078  2.769  2.526

Atom charges from the Löwdin analysis, given in e for atoms 1 to 2: atom 1 (Ca): 1.079, atom 2 (C): -0.067